Record 1
Entry from OMol25: a cluster of 16 separate species, C18H68N12O16 in total in a non-equilibrium geometry (ωB97M-V/def2-TZVPD).

**Gap between HOMO and LUMO**: 0.2852 hartree
**2S+1**: 1
**Energy above the lowest of the compared OMol25 structures with the same formula, charge and spin**: 125.7 kJ/mol
**Charge**: 0
**F_max**: 9.92 eV/Å

The geometry in XYZ format:
```
114
Properties=species:S:1:pos:R:3:forces:R:3
C -0.286 3.255 -3.770 -0.2 -0.8 1.0
C 0.543 2.974 -2.482 -0.3 0.3 -0.9
O 1.065 4.129 -1.842 0.1 -0.1 0.3
H -0.896 4.168 -3.785 -0.1 -0.5 0.5
H -0.873 2.322 -3.973 0.2 1.2 0.0
H 0.424 3.379 -4.533 0.8 0.1 -1.4
H 1.451 2.455 -2.762 0.0 -0.4 -0.2
H -0.042 2.276 -1.879 0.1 0.4 0.7
H 0.361 4.653 -1.456 -0.5 0.0 -0.1
C 0.591 0.474 0.770 1.6 -1.0 1.0
C -0.829 0.564 0.417 -0.9 -2.3 -1.1
O -1.090 -0.207 -0.819 0.1 1.1 1.0
H 0.791 0.869 1.774 -0.2 0.2 -0.2
H 1.128 1.076 0.082 0.9 0.5 -0.6
H 1.057 -0.559 0.781 -0.8 1.0 -0.3
H -1.140 1.572 0.307 -0.4 1.0 -0.2
H -1.386 0.080 1.172 -1.0 -0.3 0.8
H -1.937 -0.693 -0.764 0.4 0.4 0.1
C 3.774 1.622 5.087 5.7 -3.5 6.1
O 4.359 0.779 5.910 -2.0 2.4 -2.8
N 2.650 1.449 4.550 -5.2 -2.9 -3.0
N 4.337 2.753 4.830 4.6 3.7 1.2
H 2.613 0.419 4.424 -1.1 0.7 0.2
H 2.353 2.077 3.800 0.3 -0.7 0.4
H 5.285 2.877 5.274 -1.7 -0.2 -0.9
H 4.193 3.199 3.965 -0.2 0.7 -0.9
C -2.284 -4.933 -1.229 -1.3 -5.0 -8.2
O -2.374 -5.767 -2.290 -0.2 3.1 4.8
N -2.092 -5.264 -0.016 1.1 -3.0 5.4
N -2.564 -3.689 -1.387 -0.5 5.2 -1.8
H -2.186 -6.234 0.240 0.4 0.0 -0.3
H -1.688 -4.673 0.705 -0.2 0.0 -0.7
H -2.294 -3.000 -0.699 -0.3 -0.2 0.1
H -2.887 -3.306 -2.300 0.7 -1.0 1.6
C 0.956 -4.052 -2.735 -4.0 -7.5 0.7
O 0.409 -5.331 -2.774 2.8 6.5 0.0
N 0.495 -3.090 -1.971 -2.5 1.2 1.9
N 2.013 -3.724 -3.369 3.2 0.7 -2.0
H -0.451 -3.282 -1.681 0.0 0.0 0.3
H 0.693 -2.072 -2.053 0.2 -1.4 -0.4
H 2.451 -4.461 -3.854 0.8 -0.5 -0.6
H 2.472 -2.835 -3.216 0.1 0.0 -0.4
C -2.741 -1.546 -3.581 1.2 4.7 3.1
O -2.958 -0.436 -2.843 1.5 -3.5 -3.4
N -3.652 -2.439 -3.618 -4.2 -4.3 -1.6
N -1.609 -1.967 -4.133 1.8 -0.8 -1.4
H -4.565 -2.182 -3.250 0.4 -0.5 -0.3
H -3.492 -3.355 -4.165 -0.8 2.1 1.3
H -0.850 -1.294 -4.141 0.2 -0.7 -0.2
H -1.413 -2.943 -4.544 -0.8 2.3 1.1
C 3.688 1.354 -0.219 1.8 -7.5 -4.7
O 3.956 0.105 -0.730 -1.1 4.9 3.1
N 3.529 1.672 0.998 0.0 -0.8 5.4
N 3.588 2.329 -1.035 -0.7 3.3 -3.5
H 3.662 0.919 1.642 -0.1 -0.1 0.4
H 3.167 2.520 1.393 0.0 0.1 -0.3
H 3.580 2.085 -2.024 0.0 0.3 0.4
H 3.157 3.195 -0.712 0.3 -0.3 -0.7
C 1.328 -0.238 -3.212 8.4 -0.2 -5.3
O 2.583 -0.331 -3.839 -6.2 0.6 2.0
N 0.197 0.013 -3.794 -2.7 2.1 -3.2
N 1.258 -0.527 -2.002 1.1 -0.5 7.5
H 0.305 0.447 -4.717 -0.3 -0.3 0.6
H -0.675 0.206 -3.263 0.9 0.1 -0.2
H 2.185 -0.690 -1.528 -0.9 0.5 -0.4
H 0.419 -0.309 -1.383 1.0 -0.6 -1.4
C 3.793 -2.943 0.196 0.0 -1.1 -3.0
O 2.444 -2.561 0.057 0.9 2.4 2.8
H 3.994 -3.427 1.082 0.0 -1.2 2.3
H 4.545 -2.186 0.092 -0.3 1.1 -0.3
H 3.987 -3.685 -0.606 0.2 0.3 0.4
H 1.983 -2.989 -0.611 -0.9 -1.6 -2.4
C -4.450 -0.342 -0.001 -0.4 -0.8 -1.4
O -3.432 -1.343 0.252 -0.2 2.1 -1.0
H -5.178 -0.714 -0.715 -0.2 -0.6 -0.1
H -4.149 0.554 -0.521 1.3 0.1 0.0
H -5.020 -0.001 0.822 -0.2 -0.1 1.5
H -3.691 -1.868 0.986 -0.5 -0.7 0.9
C -3.713 3.295 1.779 -1.4 -0.9 -2.1
O -2.340 3.567 1.730 0.7 1.0 0.9
H -4.083 3.721 0.798 -0.7 -0.3 1.3
H -4.308 3.584 2.654 0.6 0.5 -0.1
H -3.864 2.214 1.702 0.3 0.1 0.0
H -2.312 4.525 1.884 0.5 -0.3 0.0
C -0.628 -2.599 1.986 -1.1 -0.7 -0.6
O -0.293 -3.031 0.677 -1.1 0.7 -0.5
H -1.770 -2.644 2.158 1.8 0.2 -0.3
H -0.201 -1.630 2.190 -0.3 0.4 0.2
H -0.126 -3.345 2.544 0.1 -0.4 1.9
H 0.638 -2.819 0.540 0.2 -0.1 0.1
C 2.434 -1.363 3.206 -0.8 -1.7 -3.4
O 3.055 -1.349 4.376 3.2 1.4 3.2
H 1.422 -1.015 3.351 -0.5 -0.3 -0.3
H 2.558 -2.416 2.900 -1.2 0.3 -1.0
H 2.899 -0.767 2.403 -0.1 0.1 0.2
H 4.002 -1.186 4.179 -0.6 -0.2 1.0
C -2.671 2.998 -1.801 -1.0 -0.2 -0.4
O -2.035 4.150 -1.204 -0.2 -0.9 -1.9
H -3.007 3.137 -2.837 0.4 0.5 0.3
H -3.597 2.760 -1.264 0.0 0.1 0.1
H -2.096 2.075 -1.796 0.4 0.1 0.2
H -2.261 3.979 -0.312 0.2 0.3 1.9
C -1.886 0.408 3.924 -0.6 1.1 0.3
O -2.512 1.633 4.287 -0.5 0.4 0.6
H -1.920 -0.355 4.678 0.1 -0.3 0.4
H -0.897 0.691 3.673 1.4 0.0 0.1
H -2.289 0.080 3.001 -0.8 -0.8 -0.8
H -3.182 1.550 4.984 0.5 -0.4 -0.4
C 1.074 3.945 1.461 -1.4 -0.7 -1.1
O 1.655 3.280 2.550 -0.1 0.4 1.5
H 1.854 4.113 0.685 -1.0 -0.1 0.4
H 0.562 4.859 1.736 0.6 0.7 0.2
H 0.186 3.325 1.170 1.0 0.3 -0.8
H 0.984 3.321 3.257 0.5 -0.1 -0.2
```
Positions in Å, forces in eV/Å.

Atomic partial charges in e from the Mulliken method, atoms 1 to 99:
1 C -1.51
2 C 0.74
3 O -0.65
4 H 0.32
5 H 0.25
6 H 0.44
7 H 0.39
8 H -0.53
9 H 0.37
10 C -0.07
11 C 1.38
12 O 3.24
13 H 0.04
14 H 0.15
15 H -0.92
16 H -0.05
17 H -0.71
18 H -1.71
19 C 0.52
20 O -0.74
21 N -0.26
22 N -0.40
23 H 0.26
24 H 0.39
25 H 0.26
26 H 0.20
27 C 0.59
28 O -0.76
29 N -0.18
30 N -0.04
31 H 0.27
32 H 0.11
33 H -0.20
34 H 0.24
35 C 0.23
36 O -0.75
37 N 1.33
38 N -0.15
39 H -0.65
40 H -0.16
41 H 0.29
42 H 0.14
43 C 0.11
44 O -0.63
45 N -0.45
46 N -0.19
47 H 0.25
48 H 0.27
49 H 0.37
50 H 0.28
51 C 0.30
52 O -0.73
53 N -0.09
54 N -0.18
55 H 0.03
56 H 0.05
57 H 0.32
58 H 0.18
59 C -0.05
60 O -0.82
61 N 0.12
62 N 1.92
63 H 0.27
64 H -0.46
65 H -0.45
66 H -1.25
67 C -1.06
68 O -0.30
69 H 0.40
70 H 0.32
71 H 0.31
72 H -0.07
73 C -0.99
74 O -0.53
75 H 0.29
76 H 0.20
77 H 0.51
78 H 0.28
79 C -0.48
80 O -0.37
81 H 0.28
82 H 0.35
83 H -0.05
84 H 0.28
85 C 0.24
86 O -0.22
87 H 0.19
88 H -0.86
89 H 0.58
90 H 0.20
91 C -0.62
92 O -0.60
93 H 0.38
94 H 0.35
95 H 0.08
96 H 0.32
97 C -0.41
98 O -0.54
99 H 0.37

Record 2
Entry from OMol25: a structure of composition C18H6Cl64FInNO6S2 in a non-equilibrium geometry (ωB97M-V/def2-TZVPD).

**Gap between HOMO and LUMO**: 0.2666 hartree
**2S+1**: 1
**Charge**: -1
**F_max**: 1.18 eV/Å

The geometry in XYZ format:
```
99
Properties=species:S:1:pos:R:3:forces:R:3
C -2.392 1.611 -0.710 -0.3 0.1 0.3
S -1.012 0.548 -1.158 0.6 0.3 0.6
O -1.089 -0.665 -0.339 -0.5 -0.1 -0.2
O 0.184 1.355 -0.914 0.0 0.2 -0.2
In -0.956 -0.006 -3.610 0.9 -0.7 -0.4
C -1.397 -2.151 -3.966 0.1 -0.2 0.5
O -0.565 -2.792 -4.968 0.0 0.4 -0.5
N 0.786 -2.489 -4.802 -0.2 0.4 -0.1
O 1.322 -2.399 -5.841 0.1 -0.5 0.2
S -2.644 1.565 -4.708 -0.7 0.3 0.9
O -2.653 2.810 -3.968 0.2 0.0 -0.2
O -3.954 0.988 -4.929 0.1 -0.1 -0.5
F -2.088 1.981 -6.169 -0.1 0.0 -0.2
H -3.118 1.618 -1.531 0.1 0.1 0.2
H -2.006 2.618 -0.527 0.0 -0.2 -0.3
H -2.849 1.244 0.218 0.1 -0.1 -0.3
H 0.620 0.397 -4.205 -0.2 0.2 0.0
H -2.408 -2.301 -4.341 0.5 -0.1 0.0
H -1.272 -2.708 -3.027 -0.2 0.2 -0.1
C -0.374 -3.981 1.676 0.0 0.1 -0.1
Cl -0.715 -3.717 -0.024 0.0 -0.1 0.0
Cl 1.376 -4.102 1.912 -0.1 0.0 0.0
Cl -1.003 -2.636 2.624 0.2 0.1 -0.1
Cl -1.146 -5.487 2.219 0.0 0.0 0.0
C 5.526 -3.645 2.624 -0.1 0.1 0.0
Cl 4.441 -4.794 1.841 0.2 -0.1 0.0
Cl 4.728 -2.967 4.044 0.0 0.0 0.0
Cl 7.006 -4.483 3.126 -0.1 0.0 -0.2
Cl 5.925 -2.353 1.493 0.0 -0.1 0.1
C 6.897 -0.930 -2.270 -0.1 -0.1 0.0
Cl 5.771 -2.064 -3.012 0.0 0.0 0.0
Cl 6.146 -0.199 -0.851 0.0 0.2 -0.1
Cl 8.367 -1.786 -1.782 0.0 0.0 0.0
Cl 7.315 0.340 -3.428 0.0 -0.2 0.3
C -4.086 5.715 0.277 0.1 0.0 -0.1
Cl -4.568 7.364 -0.143 0.0 0.0 0.0
Cl -2.759 5.772 1.441 0.0 0.0 0.0
Cl -5.466 4.884 1.018 0.3 0.2 0.2
Cl -3.565 4.864 -1.171 -0.1 0.1 0.0
C -6.086 -2.173 -5.064 0.1 0.3 0.0
Cl -4.620 -2.300 -4.095 -0.5 -0.2 0.1
Cl -6.837 -3.763 -5.260 0.0 0.0 0.0
Cl -7.224 -1.082 -4.269 -0.1 0.0 0.1
Cl -5.657 -1.504 -6.634 0.0 -0.1 -0.1
C 3.990 -4.599 8.106 0.0 0.0 -0.1
Cl 3.485 -2.944 7.744 0.0 0.0 0.0
Cl 5.260 -4.572 9.333 0.0 0.0 0.0
Cl 2.608 -5.515 8.716 0.1 -0.1 -0.2
Cl 4.598 -5.352 6.632 0.0 -0.1 0.1
C -8.934 2.338 -0.914 0.0 0.0 0.0
Cl -9.574 3.164 -2.343 0.0 0.0 0.0
Cl -7.741 3.371 -0.124 -0.3 -0.1 -0.2
Cl -10.265 1.996 0.199 0.2 -0.1 0.1
Cl -8.164 0.833 -1.399 0.0 -0.1 0.0
C -14.490 3.319 0.053 0.0 0.0 0.0
Cl -15.978 3.338 -0.904 0.0 0.0 0.0
Cl -14.536 1.956 1.179 0.0 0.0 0.0
Cl -13.097 3.151 -1.009 -0.2 0.1 -0.1
Cl -14.361 4.827 0.965 0.0 0.0 0.0
C 8.643 4.030 -5.913 0.0 0.0 0.0
Cl 8.250 4.280 -7.613 0.0 0.0 0.0
Cl 10.398 3.940 -5.714 0.0 0.0 0.0
Cl 8.011 5.377 -4.961 0.0 0.0 0.0
Cl 7.907 2.524 -5.357 0.1 0.2 -0.2
C 2.262 -3.410 12.514 -0.1 -0.1 0.0
Cl 1.278 -4.459 11.491 -0.2 0.1 0.3
Cl 1.309 -2.850 13.894 0.0 0.0 0.0
Cl 3.657 -4.322 13.094 0.0 0.0 0.0
Cl 2.786 -2.014 11.564 0.0 -0.1 -0.1
C 8.796 -6.036 7.295 0.0 0.0 0.0
Cl 8.224 -5.146 5.883 0.1 -0.1 0.2
Cl 10.456 -6.581 7.025 0.0 0.0 0.0
Cl 8.744 -4.983 8.712 0.1 0.0 0.0
Cl 7.754 -7.436 7.568 0.0 0.0 0.0
C -4.451 -3.507 4.722 0.0 0.0 0.1
Cl -5.533 -2.625 5.814 0.0 0.0 0.0
Cl -2.800 -3.415 5.341 -0.1 0.0 0.1
Cl -4.949 -5.204 4.652 0.0 0.0 0.0
Cl -4.545 -2.802 3.114 0.0 0.0 0.0
C 6.829 6.568 -10.565 0.0 0.0 0.0
Cl 6.144 7.490 -11.909 0.0 0.0 0.0
Cl 8.455 6.020 -10.997 0.0 0.0 0.0
Cl 6.918 7.594 -9.131 0.0 0.0 0.0
Cl 5.807 5.174 -10.224 0.1 0.1 0.0
C -7.963 2.165 -7.298 0.1 0.0 0.1
Cl -6.473 1.930 -6.405 0.0 0.0 0.0
Cl -8.741 0.601 -7.586 0.0 0.0 0.0
Cl -9.064 3.196 -6.368 -0.1 0.0 0.0
Cl -7.620 2.939 -8.853 0.0 0.0 0.0
C 6.654 -1.119 14.443 0.0 0.0 0.0
Cl 5.240 -1.143 13.390 0.1 0.1 0.1
Cl 6.723 -2.628 15.363 0.0 0.0 0.0
Cl 8.117 -0.960 13.466 0.0 0.0 0.0
Cl 6.542 0.245 15.562 0.0 0.0 0.0
C 2.299 5.008 -7.803 0.0 0.0 0.1
Cl 1.806 6.686 -8.074 0.0 0.0 0.0
Cl 3.758 4.982 -6.804 0.0 0.0 0.0
Cl 1.009 4.129 -7.000 0.0 0.0 0.0
Cl 2.659 4.254 -9.365 -0.1 -0.1 0.0
```
Positions in Å, forces in eV/Å.

Population analysis type Mulliken, resulting atomic charges in e:
1 C -0.81
2 S 0.82
3 O -0.54
4 O -0.72
5 In 0.80
6 C -0.06
7 O -0.26
8 N 0.29
9 O -0.39
10 S 0.58
11 O -0.56
12 O -0.35
13 F -0.26
14 H 0.21
15 H 0.25
16 H 0.37
17 H -0.34
18 H -0.01
19 H 0.22
20 C 0.18
21 Cl -0.01
22 Cl -0.01
23 Cl -0.08
24 Cl -0.13
25 C 0.28
26 Cl -0.11
27 Cl -0.05
28 Cl -0.12
29 Cl 0.00
30 C 0.31
31 Cl -0.07
32 Cl -0.09
33 Cl -0.11
34 Cl -0.05
35 C 0.30
36 Cl -0.11
37 Cl -0.11
38 Cl -0.09
39 Cl 0.02
40 C 0.19
41 Cl -0.10
42 Cl -0.12
43 Cl -0.05
44 Cl -0.07
45 C 0.32
46 Cl -0.10
47 Cl -0.04
48 Cl -0.09
49 Cl -0.07
50 C 0.27
51 Cl -0.11
52 Cl -0.02
53 Cl -0.10
54 Cl -0.05
55 C 0.32
56 Cl -0.11
57 Cl -0.11
58 Cl -0.01
59 Cl -0.10
60 C 0.31
61 Cl -0.02
62 Cl -0.11
63 Cl -0.11
64 Cl -0.02
65 C 0.31
66 Cl -0.06
67 Cl -0.10
68 Cl -0.06
69 Cl -0.09
70 C 0.28
71 Cl -0.01
72 Cl -0.11
73 Cl -0.08
74 Cl -0.09
75 C 0.31
76 Cl -0.11
77 Cl -0.06
78 Cl -0.11
79 Cl -0.04
80 C 0.30
81 Cl -0.12
82 Cl -0.09
83 Cl -0.08
84 Cl -0.03
85 C 0.23
86 Cl 0.06
87 Cl -0.10
88 Cl -0.10
89 Cl -0.12
90 C 0.31
91 Cl 0.00
92 Cl -0.10
93 Cl -0.10
94 Cl -0.11
95 C 0.27
96 Cl -0.11
97 Cl -0.06
98 Cl 0.01
99 Cl -0.11